Density functional theory data (the ωB97M-V functional and the def2-TZVPD basis) for a 2-piece molecular cluster, C4H11S overall.

Structure (XYZ):
```
16
C4H11S the ωB97M-V functional and the def2-TZVPD basis
H -0.7803 1.9356 1.1731
C -1.9998 0.6223 -0.1931
H 2.9044 0.0854 1.0924
C 2.9854 -0.9684 0.7978
H 2.0572 -1.2213 0.2814
H -2.6386 0.1312 0.5351
H -1.2125 -1.1993 -1.0350
C -0.7438 1.0379 0.5569
H 0.1795 1.0833 -0.0249
H 3.0477 -1.5707 1.7030
S 4.4187 -1.1557 -0.3276
H -2.5568 1.5237 -0.4760
H -0.4823 0.2672 1.2777
C -1.6826 -0.2685 -1.3694
H -2.5539 -0.5111 -1.9740
H -0.9423 0.2086 -2.0172
```

Properties
Lowest unoccupied orbital energy, eV: 3.33
Energy relative to the best compared isomer or geometry (same formula, charge and spin), kcal/mol: 19.5
2S+1: 1
Net charge: -1

Löwdin population analysis, charges in e, atoms 1 to 5:
1 H 0.06
2 C -0.34
3 H -0.03
4 C -0.79
5 H -0.04

Density functional theory data (the ωB97M-V functional and the def2-TZVPD basis) for a 11-piece molecular cluster, C44H86F6N13O16S6 overall.

Structure (XYZ):
```
171
C44H86F6N13O16S6 the ωB97M-V functional and the def2-TZVPD basis
C -2.2840 -3.9539 -0.5915
N -2.8509 3.5314 -7.0941
H -4.4033 -5.5157 -0.6044
H 1.3348 -1.0494 4.6438
H 0.3812 3.5640 -1.1112
N -0.2121 2.0016 2.7881
C 0.2229 -0.6385 0.4823
O 4.0189 3.6993 -4.2194
H -1.1219 -1.1626 -2.0773
H 1.4439 0.7526 -2.1391
H 1.1359 1.6177 4.3599
N 3.3708 0.9683 -6.2742
H -0.2883 -0.8893 6.0174
C -1.1423 0.9238 -2.7277
C 2.0944 1.3063 -6.8757
H -0.1955 2.6150 5.9701
H 1.9168 0.5987 -7.6869
H 3.8993 0.5645 -1.2141
H 1.4878 -2.9319 8.3898
H -1.1960 4.7003 -9.6108
N -4.2033 -3.8948 0.7800
H 6.2590 0.7682 3.7304
N -1.3193 5.0508 -7.4743
C -3.4667 1.3279 -6.1294
C -2.4295 3.3932 -8.4002
C -1.1199 2.5725 0.8970
C -0.8036 2.1363 5.2038
H -5.4895 -5.5789 0.8018
O -4.9215 5.1170 -2.5588
C -5.8752 -3.7824 2.6659
H -6.3716 -2.3250 4.3243
C 0.6756 2.7651 2.0929
C 6.1429 0.5195 -2.8878
C -5.0862 -3.0040 1.6489
H -1.7037 2.5536 -0.0105
H -0.7846 0.1009 7.9035
C 3.4385 -3.2683 7.4455
N 0.1628 3.0342 0.8928
S 1.1430 -2.5261 -3.9145
S 1.0244 3.9079 -4.3063
H 1.2256 0.8586 8.7342
H -7.2573 -2.1304 2.8924
C 5.3762 -0.5238 -3.7002
H -1.0562 1.9055 -2.2619
H -4.7757 2.7379 -7.1611
H 3.5034 -5.3676 6.9523
N 2.1144 0.2368 -0.1535
H 1.5523 -2.7966 4.7468
O 2.8967 5.0112 -2.4551
C 4.4515 -0.4668 3.2941
H 1.8858 3.2045 -0.1910
H 1.5148 -0.7484 9.4383
O -2.2989 -1.2464 2.6128
H 6.1940 0.0774 2.0999
O -6.0004 2.7216 -0.5774
C 5.4710 0.4816 -6.0145
C 1.4999 -0.4094 0.8897
O -1.2246 -2.8833 3.7126
N 2.0948 -1.8011 -2.9484
H 4.8284 -4.8426 7.8145
N 1.8331 2.8297 -3.3202
H 0.4853 5.9036 -6.9909
O 3.6458 -3.8467 -2.7445
H -0.3826 6.7552 -8.2582
H -0.7406 -1.4316 8.8250
H -2.2899 5.0577 -5.5884
O -0.1290 -3.0074 -3.4335
H -3.9317 -2.0709 4.5694
H -1.5217 2.8661 4.8357
O -3.0589 3.9452 -3.5671
C 3.5337 0.5821 -0.1926
C 1.8176 -1.8442 5.2023
H 1.4643 -3.7903 6.8194
H 3.2290 -5.0568 8.6755
H -5.8164 -4.3822 -0.4699
O 1.7040 -3.1480 -5.0724
C -2.0387 -1.9318 3.6382
N 1.5272 -1.7219 6.6590
S 3.0614 3.7576 -3.1541
H 3.9727 -2.5506 8.0716
H -1.3657 1.3282 5.6742
H -0.4105 -2.5055 6.6737
H 2.7076 0.2528 -4.3384
F 3.3458 -2.4975 -0.9002
H -1.1269 -5.3018 0.7985
C -3.9366 2.7396 -6.4669
C 2.0896 -0.5018 7.3700
C -3.4769 -3.0787 -0.2575
C -2.1791 4.5816 -6.5524
O 1.5580 -4.0031 -1.4452
H -2.9906 -0.7051 5.1575
H -4.3390 -2.3969 2.1679
H -5.6718 -2.3420 1.0120
H -2.0837 0.8573 -3.2675
H -3.1854 -2.1747 0.2893
H 5.6285 1.4551 -2.6847
H 2.0446 -0.6656 1.7922
O 0.1997 4.8173 -3.5431
C -1.6158 4.4323 -8.6551
O 1.6052 4.3460 -5.5574
H -2.8765 2.7035 -9.0947
S -3.6945 4.3694 -2.3262
F -2.7974 5.5865 -1.7369
H 7.1570 0.6673 -3.2690
S -4.8829 2.4691 -1.4277
H 3.1559 -0.6550 7.5182
F 3.8522 2.9540 -1.9844
H -4.1925 -2.7048 -0.9887
H -5.1785 -4.3218 3.3116
C -1.3886 1.9450 2.0839
H -0.9246 6.9214 -6.5583
H -3.0619 0.7984 -6.9914
N -3.6168 3.4576 -1.0852
C 3.5025 0.4559 -5.0344
F -4.2253 1.2264 -0.6361
H -0.6568 -1.0603 0.9564
H 4.0576 -0.2141 0.3389
H -2.7690 1.3717 -5.2982
N 4.7951 0.0815 -4.9081
H 4.4874 -0.8256 -3.1452
H -4.3921 0.8172 -5.8575
H 0.9849 4.7619 -0.0527
H -2.5454 -4.8545 -1.1503
H -2.9732 -4.0378 2.5105
C 1.9402 -3.0024 7.4020
C 1.1852 -0.2108 8.5468
H 5.9636 -1.4016 -3.9502
C 3.7471 -4.7014 7.7854
H -7.6800 -3.4190 3.9473
H -6.5278 -4.5473 2.2425
O 3.6220 0.3929 3.7061
S 2.5401 -3.1946 -2.1033
C -0.4984 6.2545 -7.3004
H 6.5063 0.2419 -6.1865
F 0.0745 2.7789 -4.9434
F 0.6719 -1.0887 -4.6008
H 6.4458 0.1117 -1.9163
C 0.0351 -1.5268 6.8386
C -6.8162 -2.9134 3.5198
H -2.2935 1.4912 2.4516
O -5.0430 2.0153 -2.7820
H 2.8920 -1.7465 5.0569
C 5.9279 -0.0926 3.1450
C 1.2393 0.3723 -1.1552
C -5.0397 -4.9354 0.0522
H -4.2569 3.2182 -5.5428
H -0.3131 0.7505 -3.4094
H -3.3563 -5.6069 1.7325
H -2.0000 -0.0439 -0.9801
H 1.2357 1.3473 -6.2193
H -0.0942 0.4198 4.0918
N 0.0311 -0.0567 -0.7366
C -3.1011 -4.5632 1.5649
C -1.7852 -4.4364 0.7653
C -2.9256 -1.7574 4.8589
H 2.2790 2.2869 -7.3181
H 3.6708 1.5256 0.3291
C -0.1850 -0.7713 8.1656
C 0.0871 1.4962 4.0945
H 3.8810 -3.1064 6.4570
C 4.5868 1.0355 -6.8838
H 6.6315 -0.8656 3.4674
H 1.6391 3.0142 2.5058
H 2.0370 0.3141 6.6449
H -1.4865 -3.4346 -1.1227
H -1.1151 -3.6636 1.1503
H -2.6219 -2.2880 5.7589
C -1.1428 -0.1630 -1.6433
C 0.9090 3.6810 -0.1656
O 4.1016 -1.5651 2.8061
H 4.5433 1.3008 -7.9272
```

Properties
Lowest unoccupied orbital energy, eV: -1.43
2S+1: 1
Net charge: +1

Löwdin population analysis, charges in e, atoms 1 to 5:
1 C -0.14
2 N -0.02
3 H 0.10
4 H 0.08
5 H 0.08

Calculated HOMO level, -1.96, -9.42 eV (same order as the records).
Calculated E_tot, -15161.9578, -180461.0630 eV (same order as the records).
Calculated frontier orbital gap, 0.1943, 0.2938 Eh (same order as the records).